1.
The following is a quantum chemistry calculation of a structure of composition C28H25AsN3O8S2Tl, from OMol25.

```
68
Properties=species:S:1:pos:R:3:forces:R:3
Tl 1.4303 -0.3106 -0.7610 -0.055 0.035 -0.044
C -1.4872 -2.8510 -6.2417 0.016 0.008 -0.014
C -1.0588 -3.2720 -4.8637 0.009 -0.009 0.012
C -0.0104 -4.1707 -4.6853 -0.022 0.015 0.038
C 0.3581 -4.5899 -3.4161 -0.013 0.044 -0.037
C -0.3272 -4.0928 -2.3195 0.070 -0.057 0.021
C -1.3682 -3.1886 -2.4662 -0.067 0.028 0.017
C -1.7271 -2.7884 -3.7399 -0.007 0.042 -0.029
S 0.1095 -4.6567 -0.7160 0.070 -0.113 -0.174
O 0.9730 -5.7995 -0.8469 -0.064 0.088 0.031
O -1.0737 -4.7440 0.0868 -0.066 0.018 0.036
N 1.0350 -3.3744 -0.1906 0.027 -0.110 -0.018
C 1.4394 -3.3356 1.0121 -0.221 0.064 -0.047
C 1.1857 -4.3487 2.0405 0.139 0.004 -0.049
C 1.2527 -4.2116 3.3558 -0.010 0.016 0.035
C 1.4687 -2.9974 4.2016 -0.021 -0.029 0.042
C 2.0791 -1.7413 3.6305 -0.045 -0.040 -0.003
C 2.3531 -0.7283 4.5493 0.004 0.043 -0.019
C 2.7994 0.5099 4.1378 -0.005 -0.008 0.011
C 2.9498 0.7152 2.7760 -0.009 0.009 -0.004
N 2.7370 -0.2442 1.8861 0.008 0.001 0.020
C 2.3322 -1.4328 2.3025 0.037 0.009 0.048
H -0.6588 -2.9038 -6.9473 0.001 -0.005 -0.002
H -1.8746 -1.8323 -6.2408 -0.003 0.000 0.012
H -2.2803 -3.5037 -6.6123 -0.002 -0.004 0.002
H 0.5205 -4.5546 -5.5478 -0.007 0.007 -0.010
H 1.1599 -5.2996 -3.2693 0.008 -0.012 0.002
H -1.8960 -2.8117 -1.5990 0.031 -0.035 0.024
H -2.5422 -2.0872 -3.8622 0.009 0.032 -0.016
H 0.9038 -5.3117 1.6379 0.003 -0.014 0.043
H 1.0052 -5.0837 3.9504 -0.004 -0.007 -0.001
H 2.0846 -3.2969 5.0526 0.015 -0.003 -0.027
H 2.1740 -0.9248 5.5998 -0.004 0.000 0.002
H 2.9951 1.3046 4.8426 -0.005 -0.002 0.006
H 3.2357 1.6807 2.3783 0.007 -0.005 -0.010
O -2.3960 0.8504 1.3571 0.027 -0.013 -0.021
As -0.6669 0.6200 1.6022 -0.067 0.067 0.088
O 0.2419 1.8784 1.0549 0.038 0.034 -0.013
O -0.2698 -0.8227 0.8664 0.035 -0.124 0.151
C -0.6567 0.6704 3.5375 -0.002 -0.108 -0.114
C -0.5010 1.9521 4.0648 0.020 0.028 -0.011
C -0.5603 2.1594 5.4317 -0.006 -0.044 0.046
C -0.7817 1.0874 6.2913 0.009 0.046 -0.056
C -0.9243 -0.1888 5.7782 -0.014 0.004 0.007
C -0.8524 -0.3957 4.4051 0.004 -0.030 0.076
S -1.0048 -2.1061 3.8375 -0.012 0.063 -0.072
O 0.2053 -2.6925 4.8376 0.012 0.071 0.007
O -2.2259 -2.6080 4.4521 -0.004 -0.014 0.031
O 2.2704 -2.2887 1.2327 0.138 0.032 0.044
H -2.6474 0.4263 0.5254 -0.001 0.011 -0.001
H -0.3248 2.7786 3.3873 -0.006 -0.009 -0.008
H -0.4411 3.1594 5.8279 -0.002 -0.001 0.010
H -0.8418 1.2486 7.3598 0.003 0.004 0.003
H -1.0915 -1.0353 6.4323 -0.002 -0.001 -0.009
N 0.6078 2.8910 -1.6197 0.000 -0.023 0.025
C -0.4022 2.1965 -2.2662 -0.020 0.027 0.000
C -1.6626 2.0854 -1.6662 -0.029 -0.013 -0.019
C -2.6968 1.4413 -2.3244 0.007 -0.005 -0.032
C -2.5125 0.9010 -3.5933 0.008 0.013 0.032
C -1.2628 1.0047 -4.1863 -0.024 -0.056 -0.071
C -0.2156 1.6301 -3.5296 0.082 0.008 0.018
H 0.5872 2.8046 -0.6049 -0.001 0.017 -0.035
H 1.5245 2.8091 -2.0285 0.000 -0.002 0.010
H -1.8229 2.5333 -0.6944 0.017 0.003 0.011
H -3.6698 1.3846 -1.8496 -0.005 -0.003 -0.004
H -3.3328 0.4221 -4.1120 -0.002 0.000 0.002
H -1.0922 0.5969 -5.1767 -0.018 -0.014 0.040
H 0.7612 1.6916 -3.9971 -0.013 0.025 -0.034
```
Positions in Å, forces in eV/Å.

Its charge is 0. For the strongest force on any atom, the calculation gives 0.2 eV/A. The total energy comes out at -5052.80166 a.u.

=====

2.
The following is a quantum chemistry calculation of a structure of composition C28H25BrFN5O6PtS, from OMol25.

```
68
Properties=species:S:1:pos:R:3:forces:R:3
Pt -0.9879 3.4808 1.5179 0.578 0.934 -0.142
Br -3.4600 1.6457 3.2940 -0.066 -0.017 0.054
C -2.5545 3.0163 4.2177 0.015 0.297 -0.106
C -2.4515 2.9836 5.5905 -0.080 -0.065 0.094
C -1.7222 3.9895 6.2105 -0.010 0.019 0.044
C -1.1780 5.0084 5.4535 -0.158 0.004 0.026
C -1.3479 4.9653 4.0823 0.123 0.127 -0.154
N -2.0132 3.9816 3.4756 -0.162 -0.949 -0.238
C -0.7290 6.0138 3.1641 -0.311 -0.269 0.316
O -0.5724 7.1290 3.6207 0.207 0.082 -0.135
O -0.4687 5.5759 1.9925 0.116 0.209 -0.322
H -2.9162 2.1888 6.1545 0.036 -0.024 -0.020
H -1.5780 3.9663 7.2829 -0.042 0.005 0.002
H -0.6135 5.8203 5.8871 -0.021 0.038 -0.054
O -2.2288 4.1820 0.0944 -0.351 0.055 0.428
N -1.7404 4.3787 -1.1354 0.019 0.079 -0.208
C -2.6323 4.7941 -2.0609 -0.223 0.114 -0.009
C -2.2535 5.0219 -3.3512 -0.044 0.019 -0.051
C -0.9162 4.8242 -3.7098 0.080 -0.057 0.132
C -0.0315 4.3968 -2.7541 -0.046 0.070 -0.171
C -0.4534 4.1658 -1.4363 0.325 -0.134 0.171
S 0.6342 3.6399 -0.2180 -0.212 -0.314 0.401
H -3.6347 4.9309 -1.6849 0.025 -0.023 0.047
H -2.9895 5.3532 -4.0682 -0.011 0.014 0.032
H -0.5837 5.0065 -4.7223 -0.003 0.000 0.004
H 1.0128 4.2303 -2.9768 -0.005 0.007 -0.004
F -2.1067 -2.0969 -2.6667 0.047 -0.037 0.019
C -1.0829 -1.9247 -1.7934 -0.126 -0.017 -0.142
C -1.1332 -0.8408 -0.9655 -0.146 0.069 -0.032
C -0.0907 -0.5679 -0.0890 0.211 -0.182 0.030
C -0.1607 0.6065 0.7918 -0.094 -0.102 0.065
O -1.1854 1.2989 0.7789 -0.342 -0.233 -0.137
C 1.0098 0.8450 1.5828 0.134 0.248 0.091
C 2.0576 -0.0151 1.5056 -0.083 0.013 -0.102
N 2.0837 -1.1416 0.7541 0.072 -0.115 0.065
C 3.2446 -2.0047 0.7867 -0.056 0.071 -0.049
C 3.9331 -2.2362 2.0926 0.015 0.045 0.086
C 3.1350 -3.3395 1.4692 -0.062 -0.133 -0.020
C 1.0137 -1.4299 -0.0803 0.057 0.115 0.070
C 1.0238 -2.5597 -0.9016 0.069 -0.068 -0.074
C -0.0190 -2.8350 -1.7727 0.020 0.009 0.210
N 0.0126 -4.0370 -2.5255 -0.030 0.011 -0.173
C 1.2395 -4.3999 -3.2212 -0.111 -0.004 -0.056
C 1.4382 -5.9163 -3.0652 0.154 0.143 -0.028
N 0.0836 -6.5205 -2.8258 -0.021 0.030 -0.044
C -0.9209 -5.9111 -3.7570 -0.099 0.134 -0.058
C -1.1561 -4.4601 -3.2961 0.062 -0.042 0.133
C 1.1849 2.0015 2.5595 -0.140 -0.404 -0.109
O 2.2938 2.2466 2.9675 0.062 0.048 0.208
O 0.0759 2.5722 2.9644 0.560 0.359 -0.210
H -1.9882 -0.1777 -1.0035 0.037 0.033 0.026
H 2.9446 0.2015 2.0850 -0.013 -0.013 -0.001
H 3.8565 -1.9331 -0.1048 0.048 -0.009 0.011
H 3.5235 -1.7654 2.9752 -0.021 -0.009 -0.021
H 5.0114 -2.2977 2.0837 -0.008 -0.014 -0.046
H 2.1805 -3.5793 1.9194 0.009 0.053 0.030
H 3.6576 -4.1867 1.0449 0.031 0.051 -0.045
H 1.8632 -3.2382 -0.8491 -0.032 -0.014 0.075
H 2.0944 -3.8755 -2.8093 0.006 0.011 -0.002
H 1.1766 -4.1347 -4.2833 0.019 0.025 -0.003
H 2.0665 -6.1674 -2.2135 -0.049 -0.022 0.045
H 1.8611 -6.3620 -3.9629 -0.057 -0.088 0.004
H -0.1971 -6.2596 -1.8770 0.029 -0.078 0.034
H 0.1116 -7.5367 -2.8961 -0.006 0.008 -0.017
H -1.8400 -6.4901 -3.7298 0.022 -0.057 0.045
H -0.5065 -5.9690 -4.7611 0.066 -0.041 0.020
H -2.0343 -4.4141 -2.6573 -0.011 -0.001 -0.005
H -1.3459 -3.8376 -4.1739 0.004 -0.013 -0.032
```
Positions in Å, forces in eV/Å.

Its charge is +1. For the strongest force on any atom, the calculation gives 1.1 eV/A. Its spin multiplicity is 2. The energy above the lowest of the compared OMol25 structures with the same formula, charge and spin comes out at 22.80 kcal/mol.